(1)
Density functional theory data (ωB97M-V with the def2-TZVPD basis set) for a structure of composition C4H4N2OS in a non-equilibrium geometry.

Results
Relative energy (zero: lowest compared OMol25 entry of this formula, charge and spin) = 3.621 eV
Spin multiplicity = 1
Frontier orbital gap = 9.762 eV
Total energy = -20072.1084 eV
Highest occupied orbital energy = -9.066 eV

Element x y z (Å)
C: 0.68745 0.90869 -0.10215
C: -0.61412 0.49888 -0.09367
C: -2.11063 0.26728 -0.09243
C: -0.52482 -0.88748 -0.10137
H: 3.31591 -0.52742 1.18249
H: 1.18306 1.85712 -0.10558
H: -2.67133 0.55070 0.80202
H: -2.63256 0.55334 -0.97165
N: 1.43151 -0.26210 -0.11694
N: 0.66782 -1.41753 -0.12027
O: -1.85509 -1.19414 -0.10306
S: 3.12280 -0.34736 -0.17738

Atomic partial charges in e from the Löwdin method, atoms 1 to 2: atom 1 (C): -0.0624, atom 2 (C): -0.1020

---

(2)
Density functional theory data (ωB97M-V with the def2-TZVPD basis set) for an isolated molecule of C4H4N2S in a non-equilibrium geometry.

Results
Relative energy (zero: lowest compared OMol25 entry of this formula, charge and spin) = 4.953 eV
Spin multiplicity = 1
Frontier orbital gap (spin up / spin down) = 6.232 / 8.318 eV
Total energy = -18023.2876 eV
Highest occupied orbital energy (spin up / spin down) = -7.494 / -9.150 eV

Element x y z (Å)
C: -0.54912 -1.42725 -0.19802
C: 0.33420 0.89650 -0.13737
C: 1.61179 0.31800 -0.15968
C: -0.63910 -0.06786 0.57180
N: 0.56413 -1.80247 -0.63161
N: -0.00462 1.87909 -0.85983
S: 3.12693 0.02231 -0.00429
H: -1.58028 -2.00477 -0.15147
H: -1.57912 0.47894 0.73826
H: -0.33151 -0.47085 1.51876
H: -0.95329 2.17835 -0.68656

Atomic partial charges in e from the Löwdin method, atoms 1 to 2: atom 1 (C): -0.2861, atom 2 (C): -0.4924

---

(3)
Density functional theory data (ωB97M-V with the def2-TZVPD basis set) for the ion C4H4N3O4S3 with charge +1 in a non-equilibrium geometry.

Results
Relative energy (zero: lowest compared OMol25 entry of this formula, charge and spin) = 0.000 eV
Spin multiplicity = 1
Frontier orbital gap (spin up / spin down) = 5.290 / 5.292 eV
Total charge = +1
Total energy = -49363.1572 eV
Highest occupied orbital energy (spin up / spin down) = -12.017 / -12.018 eV

Element x y z (Å)
C: 0.17491 0.89637 1.70034
C: 0.55056 2.36512 1.46963
C: -0.75877 -0.67659 -0.12449
C: 0.52293 0.57355 3.16859
N: -1.79963 -0.19752 0.38392
N: -0.73777 -1.36371 -1.24909
N: 0.63728 1.31334 4.14093
O: 0.34081 -2.16965 -1.60680
O: 0.78216 1.78078 5.19647
O: -1.86469 -1.79861 -1.89902
O: 0.75657 3.04580 2.44983
S: -1.75904 0.97506 1.52263
S: 0.86248 -0.23766 0.53046
S: 0.85012 2.99734 -0.08106
H: 0.30844 -0.41328 3.33605
H: -2.17551 -1.05023 -2.40467
H: -0.07059 -3.00796 -2.05073
H: 1.11381 4.17433 0.54221

Atomic partial charges in e from the Löwdin method, atoms 1 to 2: atom 1 (C): -0.8179, atom 2 (C): -0.9125

---

(4)
Density functional theory data (ωB97M-V with the def2-TZVPD basis set) for a cluster of 2 separate species, C4H4N3OS in total in a non-equilibrium geometry.

Results
Relative energy (zero: lowest compared OMol25 entry of this formula, charge and spin) = 0.935 eV
Spin multiplicity = 1
Frontier orbital gap = 5.799 eV
Total charge = -1
Total energy = -21565.2030 eV
Highest occupied orbital energy = -2.788 eV

Element x y z (Å)
C: 1.25075 0.69387 0.09236
C: 0.09526 -0.05919 -0.13044
C: -0.92049 0.83558 -0.49872
C: -4.08655 0.59960 0.10442
N: 1.02685 1.99063 -0.11257
N: -0.28605 2.02780 -0.47406
N: -0.01898 -1.48492 -0.02779
O: -4.18441 1.72613 0.41112
S: -4.25910 -0.91315 -0.22410
H: 2.22832 0.35508 0.39932
H: -0.70371 2.92692 -0.64535
H: -0.99881 -1.72255 -0.14434
H: 0.26739 -1.79100 0.90202

Atomic partial charges in e from the Löwdin method, atoms 1 to 2: atom 1 (C): -0.2363, atom 2 (C): -0.4548

---

(5)
Density functional theory data (ωB97M-V with the def2-TZVPD basis set) for an isolated molecule of C4H4N4 in a non-equilibrium geometry.

Results
Relative energy (zero: lowest compared OMol25 entry of this formula, charge and spin) = 4.200 eV
Spin multiplicity = 1
Frontier orbital gap = 9.385 eV
Total energy = -10168.6380 eV
Structure (SMILES) = C1=N\C=N/C=N\C=N/1
Highest occupied orbital energy = -9.749 eV

Element x y z (Å)
C: -0.76042 -0.22323 -1.34546
N: 0.33399 -0.64756 -1.17495
C: 1.40240 0.00481 -0.58433
N: 1.77513 -0.17383 0.77972
C: 0.45978 -0.47239 1.38600
N: -0.62721 -0.01073 1.27389
C: -1.12327 1.03849 0.46727
N: -1.32893 0.91459 -0.79641
H: -1.45296 -0.92640 -1.75735
H: 2.23993 -0.18659 -1.42078
H: 0.35573 -1.23023 2.26913
H: -1.27416 1.91307 0.90328

Atomic partial charges in e from the Löwdin method, atoms 1 to 2: atom 1 (C): -0.2804, atom 2 (N): 0.0679

---

(6)
Density functional theory data (ωB97M-V with the def2-TZVPD basis set) for an isolated molecule of C4H4N4 in a non-equilibrium geometry.

Results
Relative energy (zero: lowest compared OMol25 entry of this formula, charge and spin) = 4.011 eV
Spin multiplicity = 3
Frontier orbital gap (spin up / spin down) = 6.809 / 6.574 eV
Total energy = -10164.9782 eV
Highest occupied orbital energy (spin up / spin down) = -6.154 / -8.044 eV

Element x y z (Å)
C: 0.51292 0.48480 -0.50092
C: -0.72997 -0.49182 0.11018
C: -0.58927 -1.51703 -0.86385
C: 0.09633 1.12268 1.45425
N: 1.15765 -0.10593 -1.47400
N: -0.83913 0.15641 1.24395
N: 1.00553 1.25525 0.53039
N: 0.55883 -1.33821 -1.64880
H: -0.44281 0.87587 -0.83058
H: -1.48888 -0.07766 1.94035
H: 0.01332 1.71543 2.34814
H: 0.74550 -2.07979 -2.30912

Atomic partial charges in e from the Löwdin method, atoms 1 to 2: atom 1 (C): -0.4571, atom 2 (C): -0.1702

---

(7)
Density functional theory data (ωB97M-V with the def2-TZVPD basis set) for a cluster of 2 separate species, C4H4N4O3 in total in a non-equilibrium geometry.

Results
Relative energy (zero: lowest compared OMol25 entry of this formula, charge and spin) = 3.320 eV
Spin multiplicity = 1
Frontier orbital gap (spin up / spin down) = 7.873 / 7.868 eV
Total energy = -16311.0810 eV
Structure (SMILES) = [O-][N+](O)=C1N=CC=N1.N=C=O
Highest occupied orbital energy (spin up / spin down) = -9.446 / -9.446 eV

Element x y z (Å)
O: -0.44518 -2.05621 2.44647
N: 0.26590 -1.19014 1.94787
O: 1.44396 -0.86101 2.48244
C: 0.00179 -0.39273 0.88905
N: -1.07846 -0.44383 0.04526
C: -0.82609 0.53667 -0.77163
C: 0.40510 1.17668 -0.48230
N: 0.91809 0.54109 0.54400
H: 1.80941 -0.09370 1.75387
H: -1.46545 1.05171 -1.52659
H: 1.10035 1.98423 -0.84502
N: 0.83183 -2.55805 -1.35043
C: 0.61910 -1.80161 -2.27274
O: 0.79016 -0.89901 -2.99546
H: 0.27778 -3.28132 -0.94213

Atomic partial charges in e from the Löwdin method, atoms 1 to 2: atom 1 (O): 0.1171, atom 2 (N): -0.2232

---

(8)
Density functional theory data (ωB97M-V with the def2-TZVPD basis set) for an isolated molecule of C4H4N4O4 in a non-equilibrium geometry.

Results
Relative energy (zero: lowest compared OMol25 entry of this formula, charge and spin) = 9.043 eV
Spin multiplicity = 1
Frontier orbital gap (spin up / spin down) = 8.277 / 8.276 eV
Total energy = -18355.0750 eV
Highest occupied orbital energy (spin up / spin down) = -8.865 / -8.865 eV

Element x y z (Å)
C: -0.60733 -0.41515 0.81286
C: 0.29335 0.68855 1.38706
C: -0.69825 0.02379 -0.59346
C: 1.98576 -1.36888 0.17459
N: 0.54078 1.67103 0.60151
N: -0.23773 1.23326 -0.76439
N: -1.64768 -0.47810 -1.47860
N: 0.98627 -2.01611 0.37041
O: 1.12359 2.68349 0.65694
O: -0.20100 2.01947 -1.67217
O: 3.02930 -1.13232 -0.27257
O: -0.19822 -1.72968 1.07336
H: -1.62158 -0.44262 1.33126
H: 0.52241 0.76197 2.49845
H: -1.62903 -1.51469 -1.83405
H: -1.64065 0.01597 -2.29121

Atomic partial charges in e from the Löwdin method, atoms 1 to 2: atom 1 (C): -0.2562, atom 2 (C): 0.0064

---

(9)
Density functional theory data (ωB97M-V with the def2-TZVPD basis set) for a cluster of 2 separate species, C4H4N5O3S in total in a non-equilibrium geometry.

Results
Spin multiplicity = 1
Frontier orbital gap = 8.710 eV
Total charge = -1
Total energy = -28641.4381 eV
Highest occupied orbital energy = -5.417 eV

Element x y z (Å)
C: 0.98446 -0.00252 -2.78853
C: -1.15729 0.42808 -3.11426
C: -0.43679 -0.10068 -1.05099
C: 1.03378 0.24497 1.79386
N: 0.06484 0.39172 -3.66440
N: 0.83722 -0.13769 -1.49437
N: -1.53047 0.15314 -1.85420
N: 2.14421 0.41377 1.32117
N: 0.25927 0.11222 2.70303
O: -0.81375 -0.94266 4.52789
O: -0.61861 -0.31122 0.16173
O: -2.14466 0.59705 3.04631
S: -1.21814 -0.48400 2.88308
H: 2.02725 -0.16050 -3.20582
H: -1.88168 0.86740 -3.88762
H: 0.08257 -1.29135 4.27717
H: 2.36779 0.22227 0.34596

Atomic partial charges in e from the Löwdin method, atoms 1 to 2: atom 1 (C): -0.2814, atom 2 (C): -0.2657

---

(10)
Density functional theory data (ωB97M-V with the def2-TZVPD basis set) for the ion C4H4NO with charge -1 in a non-equilibrium geometry.

Results
Relative energy (zero: lowest compared OMol25 entry of this formula, charge and spin) = 3.760 eV
Spin multiplicity = 1
Frontier orbital gap (spin up / spin down) = 7.003 / 7.366 eV
Total charge = -1
Total energy = -7742.7875 eV
Highest occupied orbital energy (spin up / spin down) = -2.842 / -3.111 eV

Element x y z (Å)
C: 0.01298 0.26029 -0.50780
C: -0.36733 0.24865 -1.84992
C: -1.30722 -0.30277 -0.75355
C: 0.92621 -0.32421 0.60594
N: 0.41099 0.97540 0.89350
O: 1.21431 2.02341 0.85803
H: -1.32238 -1.37029 -0.43008
H: -2.12332 0.18142 -0.43749
H: 0.61398 -1.31227 1.11254
H: 1.94178 -0.37963 0.50883

Atomic partial charges in e from the Löwdin method, atoms 1 to 2: atom 1 (C): -0.4768, atom 2 (C): 0.0431